Formula: C4H7NO
Source: the Open Molecules 2025 dataset
Level of theory: ωB97M-V/def2-TZVPD

XYZ file:
```
13
Properties=species:S:1:pos:R:3:lowdin_charge:R:1
O -2.65 -0.40 1.37 0.057
N 0.45 0.17 -0.34 -0.331
C 1.57 -0.10 0.36 -0.018
C 0.45 -0.11 -1.65 0.001
C -0.75 0.64 0.36 -0.106
C -1.49 -0.48 1.06 -0.233
H 2.16 -0.94 0.01 0.054
H -0.42 1.36 1.12 0.141
H -0.40 -0.56 -2.13 0.062
H 1.97 0.61 1.06 0.055
H -1.42 1.16 -0.34 0.133
H -0.87 -1.38 1.28 0.126
H 1.39 0.03 -2.17 0.059
```

**Total charge**: 0
**Gap between HOMO and LUMO (alpha / beta)**: 7.87 / 7.89 eV
**Energy above the lowest of the compared OMol25 structures with the same formula, charge and spin**: 382.68 kJ/mol
**Energy**: -286.4859 a.u.